1.
{"formula": "C5H11NO", "method": "the ωB97M-V functional and the def2-TZVPD basis", "symbols": ["C", "C", "N", "C", "C", "C", "O", "H", "H", "H", "H", "H", "H", "H", "H", "H", "H", "H"], "positions_angstrom": [[-2.386, -0.398, 0.646], [-1.352, -0.327, -0.533], [-0.210, 0.371, -0.061], [-0.115, 1.760, -0.307], [0.972, -0.483, -0.031], [2.276, 0.289, 0.522], [1.077, -1.607, -0.379], [-3.314, -0.770, 0.132], [-2.556, 0.673, 1.120], [-1.933, -1.069, 1.578], [-1.895, 0.145, -1.233], [-1.002, -1.437, -0.589], [-0.910, 2.107, 0.054], [0.624, 2.362, 0.142], [-0.083, 1.931, -1.443], [1.973, 0.924, 1.547], [2.694, 0.882, -0.345], [2.889, -0.533, 0.724]], "homo_energy_ev": -9.0, "de_lowest_ev": 3.123, "homo_lumo_gap_ha": 0.363, "multiplicity": 1, "molar_mass_g_mol": 101.1}

=====

2.
{"formula": "C5H8KO3", "method": "the ωB97M-V functional and the def2-TZVPD basis", "symbols": ["C", "C", "H", "H", "H", "H", "O", "C", "O", "K", "O", "C", "C", "H", "H", "H", "H"], "positions_angstrom": [[0.174, -2.232, -0.372], [0.144, -2.260, -1.789], [1.167, -2.029, 0.052], [-0.180, -3.161, 0.102], [0.843, -1.662, -2.378], [-0.591, -2.868, -2.323], [1.810, 2.680, 1.466], [0.757, 2.342, 0.867], [0.158, 3.098, 0.061], [2.003, 5.601, 0.708], [0.315, 1.098, 1.094], [-0.737, 0.594, 0.271], [-0.971, -0.849, 0.605], [-0.458, 0.713, -0.788], [-1.648, 1.191, 0.445], [-1.982, -1.166, 0.319], [-0.801, -1.089, 1.661]], "homo_energy_ev": [-6.9, -7.8], "de_lowest_ev": 0.867, "homo_lumo_gap_ha": [0.216, 0.250], "multiplicity": 2, "molar_mass_g_mol": 155.2, "s_squared": 0.773}

=====

3.
{"formula": "C4H8N2", "method": "the ωB97M-V functional and the def2-TZVPD basis", "symbols": ["C", "C", "N", "N", "C", "C", "H", "H", "H", "H", "H", "H", "H", "H"], "positions_angstrom": [[-1.438, 0.950, -0.037], [-0.602, -0.239, 0.036], [-1.292, -1.362, 0.105], [0.772, -0.280, -0.084], [1.982, -0.766, -0.161], [1.981, 0.615, 0.166], [-1.713, 1.319, -1.026], [-2.530, 0.917, 0.153], [-0.912, 1.816, 0.280], [-2.279, -1.446, 0.200], [-0.955, -2.285, 0.138], [2.495, -1.738, -0.345], [2.070, 1.046, 1.132], [2.423, 1.453, -0.556]], "homo_energy_ev": -21.6, "de_lowest_ev": 2.418, "homo_lumo_gap_ha": 0.356, "multiplicity": 1, "charge": 2, "molar_mass_g_mol": 84.1}

=====

4.
{"formula": "C3H11N", "method": "the ωB97M-V functional and the def2-TZVPD basis", "symbols": ["C", "N", "C", "H", "H", "H", "H", "H", "H", "H", "C", "H", "H", "H", "H"], "positions_angstrom": [[1.344, -0.396, 0.371], [0.663, 0.785, -0.171], [1.267, 1.234, -1.405], [2.355, -0.169, 0.703], [0.788, -0.659, 1.276], [1.201, -1.202, -0.340], [0.541, 1.505, 0.513], [2.360, 1.335, -1.344], [0.861, 2.188, -1.750], [1.003, 0.553, -2.213], [-2.968, -1.391, 1.075], [-3.425, -2.337, 0.807], [-2.897, -1.393, 2.159], [-3.452, -0.504, 0.687], [-1.959, -1.448, 0.668]], "homo_energy_ev": -8.7, "de_lowest_ev": 0.666, "homo_lumo_gap_ha": 0.359, "multiplicity": 1, "molar_mass_g_mol": 61.1}